[1]
{
  "formula": "C6H11N",
  "method": "wB97M-V/def2-TZVPD",
  "elements": ["C", "C", "N", "C", "C", "C", "C", "H", "H", "H", "H", "H", "H", "H", "H", "H", "H", "H"],
  "coordinates": [[1.620, 2.050, -0.691], [1.121, 2.183, 0.546], [0.763, 1.155, 1.395], [0.694, -0.244, 1.079], [-0.111, -0.606, -0.168], [-0.888, -1.687, -0.238], [-2.103, -1.836, -1.111], [1.753, 1.054, -1.082], [1.638, 2.919, -1.330], [0.961, 3.189, 0.918], [0.871, 1.385, 2.366], [1.604, -0.849, 1.145], [-0.031, -0.637, 1.796], [0.135, -0.172, -1.120], [-0.735, -2.463, 0.514], [-2.620, -2.759, -0.872], [-2.741, -0.963, -0.961], [-1.932, -1.720, -2.188]],
  "atomic_forces_ev_per_a": [[-0.7, -0.1, 0.4], [0.5, -0.3, -0.7], [0.2, 0.9, 0.0], [-1.4, -1.3, -0.2], [1.0, -0.5, -0.6], [-0.1, 0.2, 0.8], [0.5, 0.5, -0.8], [0.3, 0.1, -0.3], [0.4, -0.1, -0.1], [-0.1, -0.1, 0.3], [-0.2, -0.2, 0.1], [0.4, 0.4, 0.0], [0.7, -0.1, 0.6], [-0.7, 1.2, -0.1], [-0.6, 0.3, 0.4], [-0.2, 0.0, -0.3], [-0.3, -0.3, 0.6], [0.3, -0.6, 0.0]],
  "homo_lumo_gap_ha": 0.3281,
  "homo_energy_ha": -0.2902,
  "energy_ha": -289.87934
}

***

[2]
{
  "formula": "C48H72O36",
  "method": "wB97M-V/def2-TZVPD",
  "elements": ["C", "C", "C", "O", "C", "O", "O", "H", "H", "H", "H", "H", "H", "C", "C", "C", "O", "C", "O", "O", "H", "H", "H", "H", "H", "H", "C", "C", "C", "O", "C", "O", "O", "H", "H", "H", "H", "H", "H", "C", "C", "C", "O", "C", "O", "O", "H", "H", "H", "H", "H", "H", "C", "C", "C", "O", "C", "O", "O", "H", "H", "H", "H", "H", "H", "C", "C", "C", "O", "C", "O", "O", "H", "H", "H", "H", "H", "H", "C", "C", "C", "O", "C", "O", "O", "H", "H", "H", "H", "H", "H", "C", "C", "C", "O", "C", "O", "O", "H", "H", "H", "H", "H", "H", "C", "C", "C", "O", "C", "O", "O", "H", "H", "H", "H", "H", "H", "C", "C", "C", "O", "C", "O", "O", "H", "H", "H", "H", "H", "H", "C", "C", "C", "O", "C", "O", "O", "H", "H", "H", "H", "H", "H", "C", "C", "C", "O", "C", "O", "O", "H", "H", "H", "H", "H", "H"],
  "coordinates": [[-8.358, -2.372, -1.019], [-7.288, -1.490, -1.662], [-6.687, -0.370, -0.809], [-5.310, -0.441, -1.111], [-5.007, -1.703, -1.513], [-3.915, -2.162, -1.556], [-6.145, -2.375, -1.796], [-7.984, -2.668, -0.040], [-8.566, -3.236, -1.641], [-9.266, -1.774, -0.907], [-7.645, -1.138, -2.631], [-6.943, -0.534, 0.242], [-7.090, 0.599, -1.094], [2.803, -1.247, 4.486], [1.958, -1.162, 5.718], [0.755, -0.205, 5.584], [-0.372, -0.980, 5.933], [-0.012, -2.272, 6.136], [-0.772, -3.120, 6.466], [1.304, -2.445, 5.927], [3.547, -2.041, 4.449], [3.290, -0.272, 4.366], [2.223, -1.407, 3.570], [2.546, -1.021, 6.625], [0.739, 0.132, 4.543], [0.818, 0.674, 6.224], [1.924, 6.450, 3.915], [2.434, 5.425, 2.931], [3.757, 4.740, 3.309], [3.580, 3.433, 2.722], [2.277, 3.242, 2.421], [1.839, 2.242, 1.968], [1.536, 4.335, 2.734], [1.193, 7.113, 3.455], [2.756, 7.083, 4.238], [1.528, 6.018, 4.835], [2.621, 5.956, 1.992], [3.929, 4.612, 4.375], [4.546, 5.268, 2.783], [2.033, 5.856, -3.623], [2.349, 4.459, -3.161], [3.009, 4.391, -1.774], [2.447, 3.192, -1.240], [1.274, 2.937, -1.860], [0.518, 2.069, -1.583], [1.090, 3.838, -2.857], [2.879, 6.357, -4.108], [1.805, 6.577, -2.830], [1.204, 5.904, -4.327], [2.930, 3.936, -3.919], [2.822, 5.287, -1.182], [4.083, 4.207, -1.804], [3.129, -4.670, 2.557], [3.986, -5.709, 1.919], [5.471, -5.408, 1.847], [6.121, -6.611, 2.206], [5.228, -7.412, 2.851], [5.517, -8.447, 3.359], [3.999, -6.879, 2.804], [2.771, -3.897, 1.873], [3.406, -4.325, 3.548], [2.130, -5.123, 2.676], [3.534, -6.079, 0.999], [5.749, -4.575, 2.504], [5.811, -5.044, 0.875], [-2.378, -2.754, -6.467], [-1.615, -1.489, -6.751], [-2.246, -0.138, -6.357], [-1.205, 0.583, -5.744], [-0.252, -0.293, -5.307], [0.642, 0.009, -4.587], [-0.514, -1.510, -5.783], [-3.059, -2.977, -7.293], [-2.984, -2.684, -5.566], [-1.665, -3.571, -6.378], [-1.161, -1.414, -7.739], [-3.107, -0.324, -5.702], [-2.665, 0.422, -7.192], [5.399, 0.278, 2.448], [4.198, 0.060, 1.585], [4.274, 0.668, 0.199], [3.745, -0.395, -0.641], [3.775, -1.557, 0.043], [3.508, -2.616, -0.426], [4.127, -1.352, 1.322], [5.550, 1.320, 2.751], [6.312, 0.080, 1.880], [5.348, -0.285, 3.375], [3.276, 0.336, 2.091], [5.266, 0.802, -0.236], [3.642, 1.544, 0.093], [1.791, -2.890, -3.500], [1.225, -4.297, -3.718], [-0.212, -4.382, -3.201], [-0.855, -5.274, -4.120], [-0.074, -5.432, -5.205], [-0.360, -6.056, -6.176], [1.117, -4.798, -5.040], [1.020, -2.129, -3.571], [2.537, -2.621, -4.249], [2.259, -2.937, -2.520], [1.866, -4.906, -3.076], [-0.802, -3.468, -3.133], [-0.227, -4.836, -2.209], [-2.049, 6.572, 3.012], [-0.991, 5.497, 3.161], [-1.201, 4.596, 4.390], [-1.278, 3.285, 3.851], [-1.376, 3.326, 2.508], [-1.527, 2.390, 1.796], [-1.066, 4.572, 2.064], [-2.980, 6.214, 3.452], [-2.185, 6.881, 1.979], [-1.747, 7.453, 3.585], [0.000, 5.941, 3.070], [-2.104, 4.858, 4.939], [-0.348, 4.612, 5.068], [-2.327, 3.997, -1.109], [-2.994, 4.645, -2.294], [-3.643, 6.016, -1.942], [-3.328, 6.842, -3.045], [-2.457, 6.205, -3.859], [-2.063, 6.629, -4.894], [-2.061, 5.037, -3.308], [-3.163, 3.809, -0.426], [-1.605, 4.683, -0.672], [-1.860, 3.043, -1.340], [-3.801, 4.030, -2.703], [-3.188, 6.393, -1.023], [-4.714, 5.882, -1.813], [-2.065, -4.690, 2.480], [-3.093, -5.477, 1.720], [-3.681, -4.800, 0.494], [-2.783, -5.265, -0.524], [-2.249, -6.440, -0.116], [-1.547, -7.125, -0.781], [-2.604, -6.703, 1.164], [-2.521, -3.785, 2.884], [-1.220, -4.359, 1.867], [-1.606, -5.273, 3.277], [-3.880, -5.743, 2.432], [-3.624, -3.717, 0.601], [-4.707, -5.040, 0.214], [-1.288, 0.071, -1.368], [-0.007, -0.667, -1.027], [0.635, -0.192, 0.287], [0.899, -1.396, 1.004], [0.335, -2.455, 0.393], [0.461, -3.587, 0.749], [-0.292, -2.062, -0.724], [-2.046, -0.651, -1.671], [-1.002, 0.737, -2.182], [-1.705, 0.630, -0.531], [0.703, -0.649, -1.850], [0.019, 0.499, 0.860], [1.587, 0.294, 0.082]],
  "atomic_forces_ev_per_a": [[0.2, 1.2, 0.1], [-0.1, -1.2, 0.5], [-1.3, 0.0, -0.5], [0.4, 0.2, 0.4], [-0.4, -0.3, 0.2], [0.0, 0.1, -0.2], [0.2, 0.5, -0.5], [-0.2, -0.2, 0.0], [0.0, -0.1, 0.0], [-0.1, -0.2, 0.1], [0.4, 0.0, -0.2], [0.6, -0.1, 0.1], [0.2, 0.1, 0.0], [0.2, 0.5, -0.8], [-0.5, -1.1, 0.3], [0.9, 0.2, -0.4], [-0.1, 0.1, 0.0], [-0.1, -0.1, 0.0], [-0.1, -0.1, -0.1], [-0.1, 0.3, 0.0], [0.1, 0.1, 0.6], [0.2, -0.1, 0.0], [-0.3, 0.1, 0.2], [0.1, 0.3, -0.1], [-0.6, 0.0, 0.0], [0.0, -0.1, 0.1], [0.5, 0.3, 0.4], [0.6, 0.6, 0.4], [-0.8, -0.2, -0.6], [0.2, 0.4, 0.0], [0.0, 0.0, 0.2], [-0.2, -0.3, -0.1], [0.6, 0.0, -0.1], [0.1, 0.1, 0.2], [0.1, 0.0, -0.2], [-0.1, -0.2, -0.2], [-0.3, -0.3, -0.2], [0.1, 0.2, 0.1], [0.4, -0.2, 0.3], [0.4, 1.4, -0.4], [-0.3, 1.4, 0.9], [0.9, -0.6, -0.9], [-0.1, 0.1, 0.7], [-0.1, 0.6, -0.7], [0.3, 0.2, 0.3], [0.2, -0.8, -0.2], [0.1, -0.5, -0.2], [-0.3, -0.5, 0.3], [0.0, -0.3, 0.0], [-0.3, -0.5, 0.0], [-0.4, -0.2, 0.2], [0.0, 0.2, -0.1], [-2.3, -0.2, -0.4], [0.2, -0.6, 0.8], [0.2, 1.2, -0.7], [0.0, -0.1, 0.1], [0.0, 0.0, -0.2], [0.0, 0.0, 0.1], [0.1, 0.1, 0.0], [1.0, 0.4, 0.0], [0.5, 0.1, -0.1], [0.3, -0.3, 0.4], [0.2, 0.3, -0.2], [-0.1, -0.4, 0.5], [-0.1, -0.5, -0.2], [-0.5, 0.1, -0.8], [0.6, 0.7, 1.3], [-1.1, -0.8, -0.7], [0.2, 0.1, 0.3], [-0.8, 0.3, -0.2], [0.3, 0.1, 0.1], [0.4, -0.2, -0.2], [0.1, -0.1, 0.0], [0.2, 0.1, 0.2], [-0.1, -0.1, 0.0], [-0.1, -0.3, -0.1], [0.4, 0.2, 0.5], [0.4, 0.1, -0.1], [0.9, 1.0, 0.2], [0.3, -0.2, 0.3], [-0.3, -0.8, -0.9], [-0.2, 0.2, 0.2], [-0.3, 0.1, 0.0], [0.1, -0.3, -0.1], [0.0, -0.1, -0.1], [-0.5, 0.1, -0.1], [0.0, -0.6, 0.1], [0.1, -0.3, -0.1], [-0.1, 0.1, -0.1], [0.2, 0.5, 0.7], [0.1, 0.1, -0.1], [-0.1, -0.4, -0.9], [-0.4, 1.1, 1.4], [-0.2, -0.7, 0.8], [0.1, 0.0, -0.4], [0.4, 0.0, 0.5], [-0.2, 0.0, -0.2], [0.1, 0.1, -0.3], [0.0, 0.0, 0.2], [0.2, -0.2, 0.1], [0.0, 0.5, 0.1], [-0.1, -0.8, -0.6], [0.3, 0.2, -0.3], [-0.2, 0.0, -0.1], [0.1, 0.0, 0.6], [-0.1, 0.2, -0.8], [0.8, 0.2, -0.1], [-0.7, -0.2, 0.3], [1.5, 0.3, -0.4], [-0.5, -0.1, 0.1], [-1.0, -0.1, 0.1], [-0.2, 0.1, -0.3], [0.0, -0.1, -0.1], [0.0, 0.0, 0.0], [-0.7, -0.4, 0.3], [-0.1, -0.2, 0.0], [-0.1, 0.1, 0.1], [-0.6, 0.0, -0.4], [-0.2, 1.0, 0.3], [0.5, -1.1, 0.5], [-0.4, 0.2, -0.2], [0.3, -0.3, 0.2], [0.1, 0.2, -0.1], [-0.3, -0.3, -0.3], [0.4, -0.1, 0.4], [0.0, -0.1, 0.2], [0.1, 0.0, -0.1], [0.4, -0.3, -0.4], [-0.1, 0.3, -0.1], [-0.1, 0.4, -0.1], [1.0, 0.3, -0.4], [-1.5, -0.4, 0.8], [0.7, 0.6, 0.1], [-0.3, 0.1, -0.1], [0.2, 0.2, 0.1], [0.0, -0.2, -0.2], [0.4, 0.2, -0.1], [-0.1, -0.1, 0.2], [-0.3, -0.1, -0.2], [-0.3, -0.1, 0.2], [0.0, -0.2, -0.2], [0.2, 0.0, -0.3], [0.0, -0.4, 0.2], [0.1, -0.4, -0.6], [-0.5, 0.0, 1.0], [0.5, 0.3, -0.7], [0.1, -0.1, 0.7], [0.5, 0.4, -0.9], [-0.2, 0.0, 0.2], [0.0, -0.2, 0.0], [0.1, 0.0, -0.2], [-0.7, 0.0, 0.1], [0.2, 0.1, 0.1], [0.0, -0.1, 0.0], [-0.2, -0.2, 0.1], [-0.1, 0.0, 0.1]],
  "homo_lumo_gap_ha": 0.3422,
  "homo_energy_ha": -0.3635,
  "energy_ha": -4581.03996
}

***

[3]
{
  "formula": "C6H15NOS",
  "method": "wB97M-V/def2-TZVPD",
  "elements": ["C", "C", "C", "C", "C", "C", "N", "O", "S", "H", "H", "H", "H", "H", "H", "H", "H", "H", "H", "H", "H", "H", "H", "H"],
  "coordinates": [[1.162, -1.388, -1.393], [0.953, 1.552, -0.263], [2.332, 0.003, 1.216], [-3.303, -0.261, 0.286], [-2.889, 0.363, -1.873], [0.928, 0.484, 0.779], [-2.463, 0.082, -0.741], [0.475, -2.101, 1.105], [0.070, -1.040, 0.133], [0.827, -2.422, -1.413], [2.191, -1.187, -1.041], [1.691, 1.378, -0.961], [-0.010, 1.598, -0.872], [1.157, 2.480, 0.236], [3.000, 0.022, 0.237], [2.093, -1.082, 1.403], [2.765, 0.391, 2.094], [-3.611, 0.713, 0.800], [-4.322, -0.558, -0.198], [-2.812, -1.005, 0.916], [0.937, -0.673, -2.167], [-3.898, 0.468, -2.146], [-2.194, 0.728, -2.616], [0.224, 0.759, 1.638]],
  "atomic_forces_ev_per_a": [[-0.3, 0.9, 2.6], [-2.9, 0.4, 0.1], [-0.8, -1.9, -3.1], [-3.8, 0.8, 0.5], [1.2, 1.0, -0.5], [-0.4, -0.5, 1.0], [2.1, 0.8, -1.3], [-0.1, -0.4, -0.1], [0.9, 0.1, -0.3], [0.6, 0.0, -1.0], [-0.5, -0.8, -0.4], [1.9, -0.4, -1.5], [0.9, 0.2, 1.0], [-0.1, 0.7, -0.1], [-0.9, 0.3, 2.4], [0.9, 0.7, 0.3], [0.5, 0.9, 0.7], [0.8, -1.4, 0.1], [1.3, -0.3, 1.3], [-0.6, 0.1, 0.3], [-0.5, -0.3, -0.6], [-1.8, -0.4, -0.3], [0.3, -0.1, -0.3], [1.1, -0.3, -0.9]],
  "homo_lumo_gap_ha": 0.3358,
  "homo_energy_ha": -0.3038,
  "energy_ha": -765.66609
}

***

[4]
{
  "formula": "Cl4F2O16Sr",
  "method": "wB97M-V/def2-TZVPD",
  "elements": ["Sr", "F", "F", "Cl", "O", "O", "O", "O", "Cl", "O", "O", "O", "O", "Cl", "O", "O", "O", "O", "Cl", "O", "O", "O", "O"],
  "coordinates": [[0.051, 0.823, 0.355], [-0.072, 2.781, 0.594], [1.912, 0.578, 0.674], [-2.284, -0.815, 0.220], [-1.068, -1.007, 1.002], [-2.420, -2.105, -0.320], [-3.250, -0.429, 1.097], [-1.727, 0.224, -0.617], [0.467, -0.778, 3.321], [0.469, 0.158, 2.187], [1.571, -1.498, 3.697], [-0.092, -0.202, 4.490], [-0.447, -1.655, 2.980], [0.047, 2.192, -2.594], [-0.537, 3.504, -2.545], [1.171, 2.343, -1.695], [-0.474, 1.102, -1.656], [0.461, 1.612, -3.914], [1.260, -1.357, -1.492], [0.207, -2.193, -2.064], [1.341, -0.193, -2.235], [0.954, -0.961, -0.167], [2.461, -2.123, -1.318]],
  "atomic_forces_ev_per_a": [[-2.3, 5.1, 0.1], [-1.0, 6.3, 1.4], [9.8, 2.1, 1.2], [10.8, -2.1, 1.8], [-3.5, -1.9, 0.6], [-3.3, -1.9, -2.8], [-6.4, 1.9, 2.4], [-9.7, -2.2, -2.6], [-1.6, 5.9, -1.2], [3.0, -2.0, 9.8], [6.7, -1.2, 0.8], [0.2, 3.5, 3.5], [-7.0, -9.1, -2.0], [5.2, -3.9, 6.1], [-2.5, 0.3, -2.4], [3.6, 2.6, -2.3], [-3.5, 4.1, -10.4], [-1.9, 2.0, 0.7], [-1.7, -1.8, 3.3], [0.3, -0.7, -0.5], [2.5, 0.7, -3.0], [0.5, -6.8, -2.6], [1.9, -1.1, -1.8]],
  "homo_lumo_gap_ha": 0.1739,
  "homo_energy_ha": 0.1800,
  "total_charge": -4,
  "energy_ha": -3273.31478
}

***

Number 1: LUMO level 1.0 eV. Number 2: LUMO level -0.6 eV. Number 3: LUMO level 0.9 eV. Number 4: LUMO level 9.6 eV.